A structure of composition C24H63N5NaO9, computed with wB97M-V/def2-TZVPD.

Spin multiplicity: 2
Charge: -2
<S²>: 0.76
Kohn-Sham gap (alpha / beta) (eV): 2.1 / 1.8

Cartesian coordinates (Å):
Na -11.85775 -28.04671 -21.39096
O -9.63367 -27.52414 -22.62555
C -8.39471 -26.88382 -22.81418
C -8.34654 -25.54596 -23.58422
O -8.84314 -25.63595 -24.93870
H -7.58006 -27.51538 -23.16853
H -8.00915 -26.63448 -21.82561
H -7.35321 -25.10071 -23.64042
H -9.05035 -24.88990 -23.07205
O -13.00016 -26.96419 -23.42506
C -13.74741 -25.93420 -24.05621
C -13.47102 -25.59882 -25.59283
O -12.13493 -25.37330 -25.99573
H -13.59769 -24.99609 -23.52176
H -14.82217 -25.98030 -23.88053
H -13.98003 -24.69552 -25.92908
H -13.88057 -26.44681 -26.14174
C -7.80516 -31.39938 -22.82398
C -8.62482 -31.18621 -21.50549
C -7.69815 -30.43374 -20.42239
O -8.51592 -29.97583 -19.36756
C -7.76224 -29.41864 -18.35515
N -9.74047 -30.32094 -21.74522
H -7.32171 -30.48115 -23.15748
H -8.33380 -31.81977 -23.67950
H -7.05167 -32.14648 -22.57460
H -8.91592 -32.18918 -21.19340
H -7.21357 -29.60257 -20.93467
H -6.95118 -31.17300 -20.13320
H -8.35174 -29.03001 -17.52475
H -7.18723 -28.57488 -18.73663
H -7.04151 -30.13785 -17.96605
H -10.14320 -30.19677 -20.82735
H -9.45836 -29.39202 -22.02382
C -11.54275 -31.57224 -19.25419
C -11.68868 -30.27792 -18.50289
C -11.33089 -30.35219 -17.08711
O -11.61464 -29.23983 -16.22076
C -12.02646 -29.64775 -14.96951
N -11.08233 -29.16709 -19.19993
H -10.51301 -31.92212 -19.18117
H -11.89387 -31.40973 -20.27321
H -12.13513 -32.33646 -18.75105
H -12.72719 -29.94925 -18.54246
H -10.27178 -30.57017 -16.94974
H -11.82611 -31.26445 -16.75450
H -12.06618 -28.80341 -14.28131
H -11.27689 -30.31078 -14.53750
H -12.99815 -30.13409 -15.05543
H -10.08956 -29.34922 -19.16342
H -11.17783 -28.36119 -18.59869
C -14.54883 -26.42793 -19.98059
C -15.98198 -26.59769 -20.49154
C -16.75022 -25.27986 -20.93090
O -16.87519 -24.27618 -19.96708
C -17.48829 -24.60505 -18.73735
N -15.83809 -27.51709 -21.59763
H -14.56553 -25.71129 -19.15946
H -13.82000 -25.96133 -20.64331
H -14.11076 -27.31986 -19.53263
H -16.60449 -27.11731 -19.76314
H -17.73599 -25.66258 -21.19527
H -16.13444 -24.85920 -21.72586
H -17.44973 -23.63550 -18.24078
H -17.02335 -25.36511 -18.10947
H -18.50721 -24.94526 -18.92216
H -15.26881 -27.00461 -22.25595
H -16.76293 -27.67450 -21.97178
C -9.28136 -24.35379 -19.28791
C -10.20459 -25.56677 -19.15276
C -11.11461 -25.34009 -17.93189
O -12.14948 -26.37652 -18.00663
C -13.07310 -26.37290 -16.89372
N -10.94831 -25.63329 -20.39259
H -8.69632 -24.12729 -18.39654
H -9.88617 -23.48888 -19.56036
H -8.60483 -24.49149 -20.13138
H -9.60354 -26.46323 -19.00048
H -11.75311 -24.45671 -17.94002
H -10.57807 -25.38150 -16.98399
H -12.56079 -26.67211 -15.97933
H -13.87157 -27.07108 -17.14492
H -13.54368 -25.40840 -16.70296
H -10.28632 -25.85717 -21.12180
H -11.29644 -24.69842 -20.55045
C -15.80623 -31.14013 -22.85579
C -14.65280 -30.41222 -23.55828
C -15.21914 -29.45980 -24.71627
O -15.84169 -30.30029 -25.69738
C -16.50440 -29.43037 -26.65914
N -13.90091 -29.68071 -22.57603
H -15.37602 -31.79739 -22.10012
H -16.45099 -31.69401 -23.53814
H -16.47693 -30.39811 -22.42259
H -14.04439 -31.15984 -24.06720
H -14.32815 -28.97972 -25.12095
H -15.91109 -28.69907 -24.35490
H -17.14093 -30.01552 -27.32286
H -15.68620 -28.93057 -27.17765
H -17.16518 -28.69674 -26.19734
H -14.66458 -29.36638 -21.99455
H -13.54161 -28.85583 -23.03492

Cartesian forces (eV/Å) of the 6 atoms listed first:
0.291 0.693 -1.289
1.577 0.726 0.061
-1.529 -0.567 0.832
-2.015 -1.373 -1.818
0.972 0.173 1.571
0.275 -0.684 -0.833



A cluster of 4 separate species, C24H64N5O8 in total, computed with wB97M-V/def2-TZVPD.

Spin multiplicity: 1
Charge: +1
Kohn-Sham gap (eV): 8.9

Cartesian coordinates (Å):
N -0.19682 1.31484 -0.64733
H 0.58484 1.91507 -0.44981
H -0.72408 2.07193 -0.98925
H -0.64683 0.93986 0.11036
H 0.29370 0.65153 -1.28257
C -1.65976 1.47223 -2.53589
O -1.62810 0.74973 -1.34739
C -2.92011 0.67014 -0.77684
C -3.13609 0.00206 0.57256
N -4.52901 -0.18774 0.94569
C -4.95997 -1.52493 1.03827
C -6.21902 -1.81250 1.87740
O -6.73464 -3.06016 1.48744
C -7.79588 -3.36859 2.28647
H -0.62871 1.57756 -2.91066
H -2.31525 2.40465 -2.53510
H -2.05253 0.84851 -3.28026
H -3.57912 0.03800 -1.52673
H -3.25212 1.74408 -0.66243
H -2.69904 0.62670 1.21110
H -2.54321 -0.85228 0.59230
H -4.95993 0.38654 0.30141
H -4.08896 -2.23690 1.24470
H -5.30843 -1.65052 -0.01101
H -6.85260 -1.17993 1.88304
H -5.95276 -1.64656 2.86858
H -8.55612 -2.59565 2.14928
H -7.47314 -3.45689 3.21925
H -8.29585 -4.22953 1.70312
C 1.27919 -2.47576 3.45436
O 0.44160 -2.67865 2.30991
C 1.02310 -2.35905 1.09724
C -0.13064 -2.67965 0.09659
N 0.28375 -2.28366 -1.29743
C -0.79980 -2.41724 -2.15555
C -1.29698 -3.87580 -2.52669
O -2.39587 -3.68338 -3.49957
C -3.62083 -3.56245 -2.87563
H 1.87842 -3.24804 3.53962
H 0.66042 -2.31483 4.34794
H 1.82537 -1.55311 3.33544
H 1.75107 -3.08132 1.01712
H 1.54666 -1.47418 1.25226
H -0.83478 -1.99368 0.30184
H -0.34744 -3.74826 -0.13334
H 1.01789 -2.71009 -1.60304
H -0.54805 -2.03263 -3.00593
H -1.69460 -1.83868 -1.70417
H -1.67142 -4.36434 -1.65254
H -0.48027 -4.38570 -2.90053
H -3.73551 -2.72133 -2.22426
H -3.89936 -4.62727 -2.42246
H -4.25737 -3.21482 -3.58753
C -1.61322 0.47021 3.51845
O -1.61728 1.29947 2.38932
C -1.65958 2.59878 2.84921
C -1.97268 3.54577 1.63481
N -0.68981 3.91191 0.95788
C -0.97564 4.79076 -0.11700
C 0.50246 5.17675 -0.70519
O 0.81385 4.07326 -1.51821
C 1.82322 4.42066 -2.55119
H -1.58477 -0.60389 3.21584
H -2.48813 0.65337 4.29767
H -0.88950 0.50559 4.12151
H -0.60468 2.91525 3.35114
H -2.51536 2.66879 3.58919
H -2.40597 4.45860 2.02072
H -2.76197 3.11817 0.85779
H -0.28091 4.48740 1.84420
H -1.45180 5.67513 0.13584
H -1.70045 4.40129 -0.69386
H 1.19986 5.20068 0.13955
H 0.28141 5.90416 -1.42073
H 2.23287 3.87708 -3.40815
H 2.51689 5.22123 -2.24923
H 1.14734 5.03941 -3.22957
C 2.21909 1.25282 2.44270
O 2.55961 0.65478 1.22942
C 3.88984 0.80690 0.75824
C 4.34342 -0.14501 -0.23853
N 5.77632 0.12077 -0.64339
C 6.20405 -0.92482 -1.66433
C 7.69238 -0.72960 -1.87713
O 8.25557 -1.77752 -2.83608
C 9.61849 -1.40726 -3.11431
H 2.37796 2.38604 2.44116
H 2.81584 0.92931 3.22143
H 1.07751 0.91889 2.85181
H 4.58256 0.82576 1.71402
H 3.84628 1.71008 0.42945
H 3.69695 -0.11046 -1.22735
H 4.24995 -1.04284 0.24395
H 6.40209 0.16347 0.17020
H 5.57943 -0.94213 -2.53433
H 6.05323 -1.97697 -1.16520
H 8.32379 -1.04905 -1.09172
H 8.03177 0.20417 -2.11162
H 10.17290 -1.03155 -2.19836
H 9.73315 -0.66433 -3.98127
H 10.02664 -2.26860 -3.54811

Cartesian forces (eV/Å) of the 6 atoms listed first:
11.261 4.722 1.841
1.947 0.256 2.202
0.212 1.247 -0.463
0.054 -0.948 2.984
-1.210 0.171 0.417
-0.626 0.444 -1.501



A cluster of 8 separate species, C24H64O8 in total, computed with wB97M-V/def2-TZVPD.

SMILES string: CC(C)O.CC(C)O.CC(C)O.CC(C)O.CC(C)O.CC(C)O.CC(C)O.CC(C)O
Spin multiplicity: 1
Kohn-Sham gap (eV): 10.4

Cartesian coordinates (Å):
C 3.31425 -21.65530 -3.57530
C 3.17898 -23.03400 -3.09975
C 2.72787 -24.03378 -4.20206
O 4.39169 -23.55862 -2.56828
H 3.89089 -21.55470 -4.49800
H 3.94248 -21.07651 -2.87199
H 2.38321 -21.12784 -3.62978
H 2.50071 -22.94960 -2.23757
H 1.78567 -23.77436 -4.73118
H 2.56848 -25.03653 -3.70218
H 3.55955 -24.15553 -4.97369
H 4.19094 -24.24584 -1.88995
C 13.92861 -20.39972 -0.94259
C 12.70530 -19.76928 -1.68958
C 12.03649 -20.78664 -2.67994
O 11.70087 -19.39014 -0.69196
H 14.66111 -20.70310 -1.63656
H 13.56811 -21.26949 -0.38087
H 14.30679 -19.68177 -0.19594
H 12.97499 -18.87700 -2.21519
H 12.74811 -21.18768 -3.42318
H 11.25211 -20.30914 -3.23491
H 11.70581 -21.70119 -2.13147
H 10.79911 -19.43235 -1.05109
C 9.71838 -23.45535 2.03325
C 10.03715 -22.95812 0.65454
C 9.05794 -23.45306 -0.37972
O 10.10169 -21.54617 0.80936
H 9.74517 -24.56078 2.06070
H 8.74101 -23.11015 2.37272
H 10.40192 -23.12742 2.73275
H 11.02945 -23.25931 0.38098
H 9.48187 -23.16688 -1.35994
H 8.02093 -23.00363 -0.30633
H 8.86087 -24.51426 -0.35585
H 10.89575 -21.16451 0.39573
C 4.36782 -22.15864 1.84665
C 5.20759 -22.42591 0.61477
C 5.41159 -23.90662 0.32856
O 4.76399 -21.63458 -0.47175
H 4.32964 -21.11185 2.10891
H 4.61065 -22.84477 2.61258
H 3.34629 -22.36093 1.57485
H 6.21090 -22.02853 0.93520
H 6.16809 -24.16253 -0.44582
H 4.42190 -24.23877 0.06335
H 5.78323 -24.30631 1.23970
H 4.77317 -22.22107 -1.27005
C 2.19045 -16.54429 3.40638
C 2.47113 -15.60180 2.22226
C 3.82233 -15.95277 1.56292
O 1.54748 -15.85622 1.16209
H 1.32588 -16.25268 3.98628
H 2.98917 -16.50526 4.11466
H 2.00106 -17.56665 3.03771
H 2.47698 -14.57377 2.53497
H 4.03239 -15.33806 0.67346
H 3.69617 -17.05758 1.28110
H 4.66057 -15.89071 2.26153
H 0.67540 -15.53471 1.37864
C 7.85916 -25.33739 -5.38363
C 7.93971 -24.55894 -4.09001
C 7.62955 -23.06077 -4.07541
O 7.07121 -25.20873 -3.11894
H 8.17386 -26.32014 -5.14932
H 8.56306 -25.05520 -6.13095
H 6.86169 -25.27632 -5.83866
H 8.98695 -24.63581 -3.75669
H 6.57080 -23.04141 -4.25896
H 8.20456 -22.48226 -4.77338
H 7.81255 -22.63766 -3.07762
H 6.16477 -24.89790 -3.26910
C 6.16449 -18.74277 -5.30061
C 7.02737 -17.57170 -5.77051
C 7.79503 -16.94350 -4.60261
O 8.00443 -17.95270 -6.73169
H 5.69239 -19.24333 -6.16477
H 5.42455 -18.49221 -4.55747
H 6.80422 -19.49333 -4.86713
H 6.44363 -16.78386 -6.24378
H 8.44308 -17.71880 -4.23452
H 7.09677 -16.48798 -3.83983
H 8.41133 -16.08500 -4.92243
H 8.73643 -18.33760 -6.26623
C 6.92073 -18.96407 -1.50634
C 8.08915 -18.41417 -0.67128
C 7.67033 -17.85073 0.71593
O 9.11755 -19.42587 -0.52468
H 7.18625 -19.25149 -2.52541
H 6.13407 -18.20764 -1.62393
H 6.54261 -19.82417 -0.97307
H 8.66439 -17.63651 -1.18493
H 6.95040 -18.59105 1.19467
H 7.05019 -16.95301 0.52598
H 8.52526 -17.61617 1.31738
H 9.00315 -20.12194 0.15311

Cartesian forces (eV/Å) of the 6 atoms listed first:
2.294 1.736 -0.048
-1.328 -1.691 -0.054
0.114 -0.795 0.188
0.820 -0.417 0.751
-0.354 -0.208 -0.318
-0.426 -0.185 0.030



Number 1: energy -56194.0691 eV. Number 2: energy -49728.4792 eV. Number 3: energy -42304.3927 eV.